Record 1
14
Properties=species:S:1:pos:R:3:forces:R:3 method="wB97M-V/def2-TZVPD" smiles="C=S(C)(C)=N" lumo_energy_ev=0.75 gap_ev=9.01 e_above_lowest_ev=5.2377 largest_force_ev_per_a=3.42
S 0.25525 0.19000 0.06137 -0.1454 -3.2416 -0.9396
N 0.71067 1.53181 -0.44971 0.1256 1.6200 -0.5275
C 1.43689 -1.27275 0.66265 -1.1247 2.0339 -2.1148
C -1.12698 0.34521 1.16141 -1.6202 -3.0071 -0.1863
C -0.59567 -0.37743 -1.49385 2.5674 1.1475 -0.8298
H 0.24485 -0.29450 -2.30256 -1.4117 -0.2670 1.6633
H -1.88256 -0.48765 0.88205 1.0135 1.4907 0.1726
H -1.34847 0.35762 -1.79825 0.0430 -0.2015 0.5093
H 2.21572 -0.90840 -0.06596 -0.3212 -0.7842 -0.1834
H -0.86494 0.03358 2.16002 0.4576 0.4529 0.4227
H 1.88445 -0.79539 1.51508 -0.1775 0.4506 1.3544
H -1.56442 1.31629 1.08029 -0.1105 0.5638 -0.0557
H -0.92256 -1.37756 -1.42218 -0.5790 -1.0274 0.1732
H 1.55775 1.73918 0.00963 1.2831 0.7693 0.5416

Record 2
39
Properties=species:S:1:pos:R:3:forces:R:3 method="wB97M-V/def2-TZVPD" lumo_energy_ev=-8.00 gap_ev=5.09 e_above_lowest_ev=0.2965 largest_force_ev_per_a=2.72 total_charge=+2
Sr 9.80253 3.51764 9.67089 1.3013 1.6922 -0.4841
Sr 8.05174 7.02326 8.39273 2.0330 1.6562 -0.7400
Br 14.43248 12.86084 10.50386 -0.1646 0.3267 0.1434
Br 7.94098 5.60906 5.77629 -0.2761 -0.1612 -0.6018
Br 12.79395 3.24494 9.18468 -0.1256 -0.3765 0.2875
Br 9.45140 2.43970 6.95905 -0.1826 -0.4672 -0.1750
Br 13.87604 11.18662 7.36848 -0.2714 0.1248 -0.2829
Br 15.92334 3.21588 10.63343 0.0600 0.0484 -0.1346
Cl 12.62846 11.58635 3.87233 0.4371 0.2779 0.0111
Cl 9.86655 10.90118 4.17867 -0.1859 -0.0924 -0.0681
Cl 11.81362 8.86342 3.47399 0.0314 -0.4244 -0.1016
O 10.25196 5.76874 8.80729 -1.9454 -1.1994 -0.0195
O 9.67175 8.36950 7.21085 -1.0838 -1.2122 1.6307
C 11.18548 6.60447 8.09300 0.9421 0.6710 1.6161
C 9.64263 3.38355 5.27172 0.6162 0.1702 -0.8428
C 15.45366 4.33793 9.12579 0.0082 0.1674 0.5998
C 10.74090 7.51799 6.97812 -0.9070 -0.8026 -1.9443
C 13.91360 10.42282 9.13023 -0.1383 -0.9085 -0.0102
C 8.35240 3.95178 4.78231 -0.2708 0.3244 0.5029
C 14.91836 11.07685 10.00095 0.9898 0.1409 0.4616
C 14.45372 3.70071 8.22416 0.1539 0.2105 -0.7485
C 11.53147 10.33959 4.37810 -0.5792 0.2389 0.1732
H 15.09123 10.51470 10.91895 -0.3017 -0.0031 0.0226
H 11.67165 8.00716 6.64179 -0.0936 0.3093 0.3051
H 16.36638 4.52590 8.56538 0.0182 -0.0578 -0.1051
H 10.42554 4.13496 5.34680 -0.0841 0.0455 0.4126
H 10.46725 6.91081 6.07678 0.3624 -0.1304 0.2227
H 10.02631 2.62617 4.58701 -0.2541 -0.1667 0.0808
H 12.92306 10.41249 9.57768 -0.0998 0.2804 -0.1909
H 11.56760 7.31563 8.84209 0.1249 -0.2097 0.1301
H 14.81441 2.78716 7.76350 -0.2032 -0.2288 0.2150
H 14.21176 9.38452 8.97901 0.0162 -0.0135 -0.0010
H 14.11354 4.38093 7.44732 0.0500 0.0750 0.0186
H 11.64170 10.13554 5.43384 0.2521 -0.0236 0.0712
H 12.06035 6.02270 7.76854 -0.2626 -0.1577 -0.1232
H 15.08972 5.27848 9.52900 0.0184 0.0170 0.0115
H 15.89078 11.15338 9.52014 -0.0746 0.0116 -0.1767
H 8.42604 4.30532 3.75860 0.1025 -0.0878 -0.0762
H 7.49323 3.30528 4.91447 -0.0131 -0.0647 -0.0902

Record 3
17
Properties=species:S:1:pos:R:3:forces:R:3 method="wB97M-V/def2-TZVPD" smiles="C=C(C)NC.O" lumo_energy_ev=0.75 gap_ev=8.83 e_above_lowest_ev=1.9597 largest_force_ev_per_a=1.80
O 2.42042 1.61091 -2.06535 0.0612 0.2661 0.0157
N -0.67852 -0.34675 1.37912 -0.8927 -0.1298 1.2046
C -0.17728 -2.12954 -0.18767 0.8462 0.0545 1.2318
C -1.36582 0.82989 1.95378 0.8799 -1.1204 -1.1057
C -0.34374 0.22118 -0.96222 -1.6393 0.1205 -0.1033
C -0.49738 -0.65548 0.03126 1.4775 -0.4206 -0.5893
H 2.21143 2.44028 -1.62143 -0.0685 -0.0187 -0.1344
H -0.67051 1.66980 1.95652 -0.4649 0.5373 -0.0341
H 0.86252 -2.30113 0.11752 0.1283 0.0630 0.0143
H 2.77925 1.07056 -1.35916 0.0199 -0.2371 0.0728
H -1.60953 0.54191 2.96801 -0.1786 0.2335 0.2470
H 0.14924 -0.54171 1.92970 -0.1653 -0.4019 -0.1997
H -2.28534 0.98917 1.38944 0.1542 0.3658 0.0994
H -0.83420 1.19196 -0.84648 0.8986 0.1448 -0.1632
H -0.72967 -2.71003 0.56296 -0.2434 -0.0385 -0.6100
H -0.06263 -0.14229 -1.94468 -0.3203 0.2405 0.0032
H -0.22228 -2.53527 -1.19776 -0.4929 0.3410 0.0509

Record 4
22
Properties=species:S:1:pos:R:3:forces:R:3 method="wB97M-V/def2-TZVPD" smiles="CC/C(N)=C/N.O.O" lumo_energy_ev=0.80 gap_ev=8.74 e_above_lowest_ev=0.4494 largest_force_ev_per_a=0.97
O -2.32869 1.49835 1.06884 -0.0160 0.0231 -0.0964
O 1.01585 1.75240 1.88412 -0.0429 0.0243 0.0195
N 1.72485 -0.70541 -0.07917 -0.1532 0.6642 -0.4342
N -0.07639 -0.91867 2.00444 -0.3681 -0.3233 -0.2311
C -0.50722 -1.06676 0.62743 -0.0813 0.4713 0.8415
C -0.09003 0.37891 -2.52340 0.3016 -0.0779 0.5279
C -0.03436 -0.98247 -1.80597 -0.1195 0.0354 -0.9514
C 0.34408 -0.86756 -0.37206 0.3559 -0.7956 0.1861
H -0.86565 -1.17919 2.58808 0.2922 0.0683 0.1375
H -1.58027 -1.16018 0.55087 0.0698 -0.1135 -0.5463
H 1.85640 0.01770 0.62472 0.0584 -0.1375 0.1510
H -0.74061 1.04379 -1.95807 -0.1416 0.1370 -0.1920
H -2.10287 1.81018 0.18479 -0.0662 -0.0131 0.1022
H -0.42851 0.28604 -3.54913 -0.1789 -0.0257 -0.1061
H 0.66510 -1.61262 -2.36953 0.1853 -0.0389 0.3507
H 0.89937 0.84814 -2.55359 -0.0909 -0.0483 0.0362
H 2.19525 -0.35432 -0.90673 0.1263 -0.1982 0.0451
H 0.59636 0.89150 2.06889 -0.0217 -0.2447 0.0793
H 1.21874 2.10386 2.75602 0.0422 0.1074 -0.0385
H -1.46997 1.28359 1.44972 0.0573 0.1118 0.0231
H -0.98189 -1.51193 -1.91120 -0.1657 0.2131 0.1774
H 0.69048 -1.55534 2.22094 -0.0429 0.1606 -0.0815